A cluster of 2 separate species, C3H4NO2 in total at a distorted geometry, computed with wB97M-V/def2-TZVPD.

Summary:
energy above the lowest of the compared OMol25 structures with the same formula, charge and spin = 20.74 kcal per mole
calculated total energy = -8752.0888 eV
strongest force on any atom = 6.3 eV Å⁻¹
LUMO energy = -4.8 eV
HOMO level = -16.654 eV
gap between HOMO and LUMO = 11.82 eV
total charge = +1

Last column: natural (NBO) charge in e.
Element x y z (Å)
C  -0.265  -0.327  0.129  -0.784
C  -0.890  0.716  3.299  1.056
C  0.507  0.646  -0.536  0.702
N  1.362  1.380  -0.841  -0.418
O  -1.222  0.947  4.360  -0.439
O  -0.572  0.522  2.207  -0.604
H  0.375  -0.959  0.824  0.351
H  -0.296  -1.170  -0.730  0.321
H  -1.336  -0.220  0.058  0.332
H  2.020  1.987  -1.190  0.484